Record 1
13 unconnected molecules or ions with the total composition H26O13 in a non-equilibrium geometry, computed with wB97M-V/def2-TZVPD.

Values from the calculation:
Maximum force = 7.7 eV/A
Molecular weight = 234.19 g/mol
Charge = 0
LUMO level = -0.63 eV

Last column: natural (NBO) charge in e.
Geometry (Å):
H (-1.225, -0.585, 0.663)  0.47
H (0.290, -0.781, 1.019)  0.51
H (0.088, 0.217, 3.256)  0.49
H (1.600, 0.369, 2.819)  0.49
H (-0.986, 2.716, -0.569)  0.46
H (-0.807, 1.314, -0.178)  0.47
H (3.918, -0.041, 1.323)  0.48
H (3.212, -0.539, 2.612)  0.47
H (1.611, 2.821, -1.878)  0.47
H (3.079, 2.851, -1.663)  0.44
H (-0.465, -4.152, -1.953)  0.47
H (-1.201, -2.849, -1.948)  0.47
H (-4.237, 0.325, 3.816)  0.47
H (-5.217, 1.463, 4.406)  0.48
H (-0.014, 2.358, -3.206)  0.48
H (-1.238, 2.074, -2.253)  0.46
H (-2.576, -3.670, 1.708)  0.47
H (-2.697, -5.257, 1.648)  0.48
H (3.809, 1.020, -1.085)  0.47
H (3.050, 0.947, 0.209)  0.49
H (0.843, 0.664, -2.601)  0.49
H (-0.587, 0.509, -3.130)  0.48
H (3.204, -4.238, -1.029)  0.47
H (2.809, -4.363, 0.491)  0.47
H (-3.059, 1.887, -1.394)  0.45
H (-2.635, 3.337, -1.651)  0.48
O (-0.314, -0.584, 0.310)  -0.98
O (0.824, -0.073, 2.680)  -0.97
O (-0.548, 2.200, 0.083)  -0.94
O (3.629, 0.206, 2.136)  -0.96
O (2.375, 3.431, -1.906)  -0.91
O (-1.367, -3.847, -2.059)  -0.93
O (-4.757, 1.157, 3.621)  -0.95
O (-0.803, 2.730, -2.845)  -0.97
O (-2.611, -4.445, 2.266)  -0.95
O (3.830, 0.642, -0.256)  -0.95
O (-0.105, 0.900, -2.465)  -0.95
O (3.042, -4.880, -0.319)  -0.94
O (-3.266, 2.763, -1.174)  -0.92

Cartesian forces, eV/Å:
0.9 -0.2 0.1
0.1 0.2 0.9
1.1 0.1 -0.4
2.8 2.4 0.8
-0.4 1.3 -0.4
0.5 -0.5 0.4
1.6 -1.7 -3.4
0.8 0.3 -0.7
0.0 0.8 0.2
1.1 -0.2 0.3
0.3 -0.6 0.0
-0.7 -2.1 -0.2
-1.2 1.6 0.1
0.2 -0.4 0.2
-0.2 0.3 0.0
1.2 1.4 -1.3
0.0 0.0 -0.4
0.2 2.3 1.4
0.1 1.1 -2.8
-0.4 0.4 0.1
-1.1 -0.5 0.4
-1.4 -1.8 -2.6
-0.1 -0.2 0.5
0.3 -0.6 -1.2
0.3 -1.9 -0.6
-0.6 -0.3 0.1
-1.4 -0.3 -1.3
-3.8 -2.3 -0.1
0.5 -0.5 0.7
-2.1 0.8 5.2
-1.2 -0.4 -0.4
0.5 2.7 0.3
1.0 -1.2 -0.3
-3.7 5.0 -0.1
-0.2 -2.3 -1.0
0.1 -1.1 1.7
5.3 -4.7 3.0
-0.3 0.8 0.7
-0.1 2.4 0.3

Record 2
3 unconnected molecules or ions with the total composition C10H25N4O3S in a non-equilibrium geometry, computed with wB97M-V/def2-TZVPD.

Values from the calculation:
Maximum force = 1.6 eV/A
Molecular weight = 281.40 g/mol
Charge = +1
LUMO level = -3.96 eV

Last column: natural (NBO) charge in e.
Geometry (Å):
N (0.513, 1.318, -1.072)  -0.75
C (1.065, 0.730, -2.121)  0.69
N (2.275, 0.147, -1.991)  -0.57
C (2.317, -1.097, -1.147)  -0.22
C (2.560, -2.337, -1.993)  -0.41
C (2.899, -3.543, -1.128)  -0.43
C (1.665, -4.213, -0.470)  -0.07
O (0.417, -3.696, -0.896)  -0.72
N (0.384, 0.756, -3.302)  -0.42
N (0.350, -0.536, -3.993)  -0.39
C (0.978, -0.497, -5.075)  0.17
S (1.970, -0.703, -6.224)  0.30
H (-0.498, 1.301, -1.032)  0.44
H (1.067, 1.809, -0.394)  0.44
H (2.648, -0.068, -2.911)  0.40
H (3.159, -1.019, -0.472)  0.21
H (1.391, -1.223, -0.599)  0.23
H (3.442, -2.127, -2.603)  0.21
H (1.749, -2.507, -2.691)  0.20
H (3.412, -4.263, -1.756)  0.22
H (3.587, -3.213, -0.356)  0.21
H (1.701, -5.283, -0.649)  0.18
H (1.703, -4.029, 0.595)  0.18
H (0.351, -3.736, -1.850)  0.46
H (-0.571, 1.066, -3.141)  0.41
C (-3.917, 0.733, 1.247)  -0.63
C (-2.586, 1.208, 0.711)  -0.07
O (-2.719, 1.776, -0.604)  -0.76
H (-4.358, -0.010, 0.582)  0.21
H (-3.801, 0.296, 2.238)  0.23
H (-4.621, 1.565, 1.318)  0.21
H (-1.889, 0.372, 0.625)  0.16
H (-2.151, 1.956, 1.381)  0.17
H (-3.325, 2.519, -0.529)  0.48
C (-0.329, 2.870, 4.456)  -0.63
C (-1.753, 3.391, 4.381)  -0.06
O (-2.697, 2.329, 4.245)  -0.73
H (-0.090, 2.288, 3.564)  0.19
H (0.385, 3.690, 4.542)  0.22
H (-0.203, 2.212, 5.318)  0.21
H (-1.881, 4.033, 3.510)  0.17
H (-1.992, 3.976, 5.273)  0.17
H (-2.609, 1.760, 5.015)  0.47

Cartesian forces, eV/Å:
-0.4 -0.4 -0.6
0.4 0.0 0.3
-0.8 -0.4 -0.9
0.4 -0.2 0.1
0.7 0.5 -0.2
-0.6 0.0 -0.2
0.3 0.3 -0.2
-0.1 0.4 0.2
-0.4 -1.2 0.7
0.3 1.3 -0.8
0.3 -0.7 1.3
-0.2 0.1 -0.5
-0.2 0.8 0.3
0.1 -0.3 0.3
0.2 0.1 0.0
0.0 0.2 0.3
-0.1 0.3 0.2
0.1 0.0 -0.2
-0.2 -0.1 -0.1
0.2 -0.1 0.0
0.2 -0.1 0.1
0.0 -0.2 0.1
-0.1 -0.1 0.3
-0.1 -0.2 -0.2
0.0 0.3 -0.4
-0.1 -0.1 -0.1
-0.2 0.2 0.1
0.5 -0.2 0.0
0.1 0.0 0.0
0.0 0.1 0.0
0.0 0.0 0.1
0.0 0.0 -0.1
0.0 -0.1 0.1
0.0 0.1 -0.1
0.0 0.0 -0.1
0.0 -0.2 0.2
0.1 0.1 -0.2
0.0 0.0 0.0
0.0 0.0 0.0
0.0 0.1 0.0
-0.1 0.0 0.0
0.0 0.1 -0.1
-0.1 0.0 0.1

Record 3
9 unconnected molecules or ions with the total composition C23H25Cl4F7O21 in a non-equilibrium geometry, computed with wB97M-V/def2-TZVPD.

Values from the calculation:
Maximum force = 6.2 eV/A
SMILES string = O=C1OC[C@@H](F)O1.O=C1OC[C@@H](F)O1.O=C1OC[C@@H](F)O1.O=C1OC[C@@H](F)O1.O=C1OC[C@@H](F)O1.O=C1OC[C@@H](F)O1.O=C1OC[C@@H](F)O1.ClCCl.ClCCl
Molecular weight = 912.23 g/mol
Charge = 0
LUMO level = -0.34 eV

Last column: Löwdin charge in e.
Geometry (Å):
O (-0.287, -8.988, 0.404)  0.16
C (0.332, -8.054, 0.864)  -0.52
O (0.947, -7.031, 0.235)  0.10
C (1.625, -6.237, 1.075)  -0.12
C (1.077, -6.627, 2.424)  -0.33
F (0.158, -5.719, 2.723)  0.09
O (0.472, -7.876, 2.175)  0.15
H (2.708, -6.354, 1.102)  0.15
H (1.290, -5.207, 0.949)  0.15
H (1.846, -6.672, 3.196)  0.17
O (-5.582, 3.977, 1.972)  0.13
C (-5.516, 2.854, 2.460)  -0.59
O (-6.530, 2.205, 2.905)  0.12
C (-6.090, 1.037, 3.559)  -0.06
C (-4.701, 1.352, 3.952)  -0.32
F (-3.944, 0.252, 3.837)  0.09
O (-4.402, 2.303, 2.938)  0.14
H (-6.598, 0.787, 4.490)  0.15
H (-6.037, 0.227, 2.831)  0.16
H (-4.602, 1.776, 4.951)  0.18
O (-4.268, 0.096, -2.633)  0.16
C (-5.326, 0.666, -2.534)  -0.55
O (-6.031, 1.134, -3.569)  0.08
C (-7.225, 1.752, -3.235)  -0.08
C (-7.307, 1.389, -1.754)  -0.28
F (-8.089, 0.305, -1.832)  0.07
O (-6.012, 0.900, -1.405)  0.14
H (-7.111, 2.822, -3.409)  0.13
H (-7.970, 1.466, -3.978)  0.15
H (-7.732, 2.156, -1.107)  0.17
O (5.443, -2.476, -6.036)  0.11
C (5.004, -1.348, -5.718)  -0.55
O (3.952, -1.173, -4.967)  0.09
C (3.922, 0.197, -4.563)  -0.05
C (4.642, 0.884, -5.679)  -0.35
F (5.303, 1.880, -5.158)  0.12
O (5.548, -0.158, -5.993)  0.15
H (2.890, 0.519, -4.423)  0.14
H (4.446, 0.272, -3.611)  0.15
H (4.001, 1.252, -6.480)  0.18
O (3.982, 2.686, 0.069)  0.12
C (3.164, 3.003, 0.942)  -0.50
O (2.524, 4.170, 1.005)  0.09
C (2.056, 4.271, 2.362)  -0.05
C (1.756, 2.788, 2.745)  -0.36
F (0.608, 2.402, 2.291)  0.13
O (2.759, 2.170, 1.971)  0.11
H (2.729, 4.825, 3.015)  0.14
H (1.134, 4.829, 2.523)  0.13
H (1.897, 2.613, 3.811)  0.17
O (-1.526, 3.123, -5.716)  0.12
C (-1.689, 3.624, -4.579)  -0.44
O (-2.885, 4.190, -4.207)  0.07
C (-2.711, 4.805, -2.960)  -0.08
C (-1.418, 4.208, -2.381)  -0.32
F (-1.515, 3.199, -1.511)  0.09
O (-0.771, 3.815, -3.579)  0.13
H (-2.620, 5.880, -3.115)  0.14
H (-3.522, 4.704, -2.238)  0.14
H (-0.874, 4.952, -1.798)  0.17
O (8.189, -4.440, -0.446)  0.10
C (7.427, -3.511, -0.032)  -0.45
O (6.243, -3.178, -0.632)  0.07
C (5.522, -2.345, 0.292)  -0.06
C (6.515, -1.837, 1.297)  -0.28
F (6.144, -1.971, 2.610)  0.06
O (7.536, -2.804, 1.117)  0.12
H (5.039, -1.541, -0.264)  0.13
H (4.646, -2.874, 0.668)  0.14
H (6.934, -0.839, 1.165)  0.17
Cl (-1.820, -2.877, 0.037)  0.46
C (-0.915, -1.362, 0.416)  -0.97
Cl (0.375, -1.259, -0.839)  0.45
H (-1.519, -0.456, 0.461)  0.03
H (-0.513, -1.455, 1.425)  0.02
Cl (1.169, 0.033, 7.977)  0.48
C (0.405, -0.827, 6.606)  -1.02
Cl (1.587, -1.325, 5.409)  0.50
H (0.015, -1.754, 7.025)  0.02
H (-0.310, -0.177, 6.101)  0.02

Cartesian forces, eV/Å:
1.5 2.1 0.2
-1.5 -1.8 -1.0
-1.1 -2.3 -3.2
0.9 1.7 2.2
1.2 -0.8 -0.5
-1.6 0.9 1.2
0.4 0.5 1.9
0.1 0.0 -0.7
0.6 0.1 -0.4
-0.4 -0.3 0.3
0.4 -2.7 0.0
0.9 4.9 0.1
-3.2 -1.4 0.5
-0.4 -1.1 0.6
-0.2 0.7 -1.0
0.8 -0.2 0.0
2.6 -0.2 0.2
-0.9 0.1 -0.6
-0.3 -0.3 0.2
0.4 0.1 -0.1
-1.6 1.0 0.5
1.4 -1.0 -1.1
1.6 -0.7 -1.6
1.1 2.1 0.0
-0.1 -0.3 -1.7
-1.5 -1.6 1.4
-1.0 1.2 1.0
0.2 0.3 0.3
-0.5 -0.6 0.9
0.5 -0.3 0.4
-1.3 4.4 0.7
2.2 -4.7 -1.0
-1.7 -0.1 0.9
-1.7 -0.4 0.6
-0.7 -1.7 1.1
1.6 2.2 0.3
1.0 0.5 -2.0
0.0 -0.2 -0.1
0.2 0.3 -0.1
0.3 -0.4 -0.5
-2.7 0.9 3.0
2.3 -1.9 -2.6
-0.2 0.5 1.2
-1.6 0.0 0.9
3.7 2.6 -0.1
-2.7 -0.8 -0.5
0.9 -0.3 -0.5
0.7 -0.6 -0.2
-0.2 0.1 -1.1
-0.1 -0.5 -0.1
-0.1 1.9 5.1
-0.5 -0.9 -4.1
0.6 -1.0 -0.2
0.1 0.3 1.3
0.0 1.9 -0.9
-0.7 -1.3 0.0
0.1 -0.7 -0.2
0.4 0.1 0.0
-0.4 -0.6 -0.4
0.5 0.2 -0.7
-3.3 4.8 2.1
1.5 -4.1 -1.6
0.8 0.2 0.9
-1.8 0.8 -1.4
0.8 -1.5 0.4
-0.4 0.3 -0.6
1.6 -0.2 -0.2
0.4 0.2 -0.2
0.5 -0.4 0.7
-0.2 0.0 -0.1
-0.1 0.9 0.5
0.3 -0.7 -0.1
-0.3 0.5 0.8
-0.2 -0.3 -0.8
0.4 -0.3 -0.4
-0.2 0.0 -0.3
0.2 -0.2 0.5
0.4 0.0 -0.4
-0.4 0.4 -0.2
0.0 -0.2 0.4